C4H10N2O2 | ωB97M-V with the def2-TZVPD basis set

Geometry (Å):
O (0.6452, -1.6108, 2.1351)
O (-0.3066, -0.6933, -1.6392)
N (-1.9480, -1.2615, -0.1615)
N (1.8388, -0.3156, 0.7689)
C (-1.4029, -0.4014, -0.9366)
C (1.9911, 1.0420, 0.2476)
C (-1.8896, 0.9962, -1.0894)
C (0.8683, -0.4142, 1.5903)
H (-2.9547, 0.9906, -1.3324)
H (0.1621, 0.3604, 1.9265)
H (-1.4632, -2.1594, -0.1833)
H (-1.3444, 1.5107, -1.8851)
H (1.0440, 1.4568, -0.1140)
H (-1.7327, 1.5325, -0.1491)
H (2.4082, 1.7061, 1.0117)
H (1.3372, -2.2078, 1.8064)
H (0.0611, -1.5559, -1.3981)
H (2.6860, 1.0246, -0.5978)

Force components x, y, z for each atom (eV/Å):
-0.6 -0.5 0.7
1.1 0.6 -1.1
-0.3 1.0 -0.2
-1.2 1.0 0.7
-0.4 -2.0 1.3
0.4 0.1 -0.4
0.0 0.3 -0.3
1.2 -0.7 -0.9
0.1 0.0 0.2
0.3 -0.3 -0.2
0.0 0.1 0.0
-0.1 -0.1 0.1
0.1 0.0 0.1
-0.1 0.0 -0.1
0.0 0.0 -0.1
-0.1 0.2 0.0
-0.2 0.2 0.1
-0.1 0.0 0.2

## Properties
total charge = 0
HOMO level = -9.9 eV
SMILES string = [H]/N=C(/C)O.C/N=C/O